Record 1
Here is 2 unconnected molecules or ions with the total composition C4H13NO2 from OMol25. Energies are from ωB97M-V/def2-TZVPD.

Structure (XYZ):
```
20
Properties=species:S:1:pos:R:3:mulliken_charge:R:1
C 2.33 -0.08 0.18 -0.79
C 1.35 -1.24 -0.15 -0.47
N -0.08 -1.13 0.33 -0.45
C -0.79 -0.28 -0.65 -0.14
C -2.25 0.06 -0.30 -0.71
O -2.93 0.06 -1.64 -0.56
H 1.75 0.82 0.46 0.07
H 3.08 -0.46 0.90 0.31
H 2.62 0.01 -0.85 0.32
H 1.11 -1.32 -1.24 0.29
H 1.78 -2.15 0.22 0.40
H -0.33 -0.85 1.38 0.26
H -0.53 0.78 -0.64 0.09
H -0.79 -0.74 -1.67 0.39
H -2.63 0.85 0.15 0.42
H -2.72 -0.72 0.41 0.27
H -3.01 0.99 -1.94 0.30
O 0.32 1.54 1.70 -0.66
H 0.51 2.48 1.29 0.34
H 1.21 1.39 2.06 0.34
```

Calculated values
E_HOMO: -8.22 eV
Lowest unoccupied orbital energy: 0.5 eV
SMILES string: CCNCCO.O
Energy relative to the best compared isomer or geometry (same formula, charge and spin): 325.7 kJ/mol
Orbital gap: 0.3203 Ha
E: -9940.8214 eV
Net charge: 0

---

Record 2
Here is 8 unconnected molecules or ions with the total composition C12H40O8 from OMol25. Energies are from ωB97M-V/def2-TZVPD.

Structure (XYZ):
```
60
Properties=species:S:1:pos:R:3:mulliken_charge:R:1
C 4.27 -1.07 -0.98 -0.37
O 4.38 -0.49 -2.30 -0.53
H 5.04 -0.92 -0.23 0.36
H 3.32 -0.82 -0.50 -0.02
H 4.31 -2.14 -1.20 0.23
H 4.86 0.33 -2.19 0.28
C 1.46 -0.45 -4.29 -0.26
O 2.77 -0.80 -4.65 -0.50
H 1.52 0.43 -3.65 0.19
H 0.95 -0.23 -5.22 0.37
H 0.80 -1.22 -3.87 -0.10
H 3.18 -0.67 -3.79 0.35
C 0.94 -4.05 -2.05 -0.42
O -0.26 -4.81 -2.22 -0.54
H 0.89 -3.53 -1.09 0.25
H 1.84 -4.65 -2.21 0.35
H 1.01 -3.36 -2.89 0.06
H -0.38 -5.34 -1.43 0.31
C -1.08 3.95 -1.54 -0.59
O 0.03 4.17 -0.72 -0.50
H -2.04 4.21 -1.09 0.27
H -1.07 4.64 -2.38 0.32
H -1.20 2.97 -2.00 0.15
H -0.18 4.40 0.19 0.32
C -2.92 3.71 4.82 -1.12
C -2.18 3.21 3.53 -0.06
O -0.85 3.71 3.68 -0.51
H -2.70 3.15 5.73 0.30
H -3.99 3.52 4.70 0.36
H -2.72 4.76 5.03 0.31
H -2.76 3.40 2.62 0.39
H -2.11 2.14 3.71 0.04
H -0.47 3.22 4.42 0.32
C 0.16 0.14 -0.96 -1.09
C -0.11 0.58 0.50 0.73
O -1.25 -0.07 0.93 -0.46
H 0.95 0.74 -1.41 0.40
H -0.61 0.25 -1.73 0.36
H 0.58 -0.86 -0.91 0.11
H -0.47 1.60 0.37 0.03
H 0.69 0.34 1.20 -0.22
H -1.33 0.08 1.88 0.14
C 1.83 -0.61 3.72 -1.13
C 0.36 -1.10 3.77 -0.12
O -0.31 0.11 3.78 -0.50
H 2.52 -1.40 3.43 0.34
H 2.27 -0.26 4.65 0.36
H 1.92 0.14 2.94 0.28
H 0.18 -1.71 4.65 0.37
H 0.10 -1.50 2.79 0.11
H -0.43 0.39 4.69 0.27
C -2.41 -2.01 -3.19 -1.03
C -2.40 -2.37 -1.71 0.33
O -3.17 -1.52 -0.97 -0.15
H -1.80 -1.12 -3.40 0.23
H -3.32 -1.82 -3.74 0.38
H -1.83 -2.71 -3.79 0.39
H -1.38 -2.38 -1.33 0.07
H -2.79 -3.39 -1.66 0.31
H -2.59 -0.92 -0.51 0.47
```

Calculated values
2S+1: 2
E_HOMO (alpha / beta): -12.22 / -12.22 eV
Lowest unoccupied orbital energy (alpha / beta): -2.5 / -9.3 eV
Energy relative to the best compared isomer or geometry (same formula, charge and spin): 424.0 kJ/mol
Orbital gap (alpha / beta): 0.3559 / 0.1070 Ha
E: -29458.4924 eV
Net charge: +1